No. 1
{
  "formula": "C8H16N2OP",
  "method": "ωB97M-V/def2-TZVPD",
  "mol_weight_g_mol": 187.2,
  "e_homo_ev": -12.97,
  "orbital_gap_ev": 8.253,
  "total_energy_ev": -22862.439,
  "de_lowest_kcal_mol": 17.1,
  "charge": 1,
  "smiles": "[H]/P=C(CC)/C(/N=C(/C)OC)=[NH+]/C",
  "species": ["H", "P", "C", "C", "C", "C", "N", "C", "C", "O", "C", "N", "C", "H", "H", "H", "H", "H", "H", "H", "H", "H", "H", "H", "H", "H", "H", "H"],
  "xyz": [[-3.838900, -0.956041, -1.255477], [-3.524903, 0.437854, -1.024930], [-1.960189, -0.174901, -0.518367], [-1.679931, -1.705299, -0.301375], [-1.954726, -2.002112, 1.103930], [-0.859827, 0.768667, -0.069235], [0.235033, 0.116024, 0.333675], [1.437842, -0.117447, -0.024577], [2.181950, -1.233287, 0.640338], [2.084466, 0.623052, -0.866422], [3.273501, 0.359127, -1.541091], [-1.153074, 2.054291, 0.145515], [-0.422371, 3.064725, 0.703189], [-0.702252, -1.852009, -0.648292], [-2.361654, -2.228578, -0.976593], [-2.910345, -1.705281, 1.410061], [-1.328756, -1.543920, 1.886271], [-1.885976, -3.135292, 1.300839], [2.507223, -1.865958, -0.218208], [1.538347, -1.782112, 1.264562], [3.027928, -0.662651, 0.972952], [4.131902, 0.660240, -0.858985], [3.370292, 1.094981, -2.320609], [3.468317, -0.616886, -1.958690], [-2.222824, 2.285386, -0.037586], [-0.260557, 4.083764, 0.229016], [0.541277, 2.605804, 0.823956], [-0.731801, 3.427855, 1.806140]],
  "atomic_forces_ev_per_a": [[-0.658, 0.896, 0.005], [2.378, -1.997, 0.343], [-1.334, 0.928, -0.452], [-1.406, 2.843, -1.603], [1.277, -3.007, 2.430], [-0.645, -0.304, 0.552], [-0.105, 1.024, -0.496], [-0.346, -1.063, 1.240], [0.232, 1.020, -3.034], [-1.874, 1.117, -1.028], [3.149, 1.044, 0.958], [-5.466, -1.397, -2.051], [2.512, 3.363, 3.769], [1.490, -0.724, -0.183], [0.153, -0.119, 0.201], [-1.758, 0.286, 0.061], [0.352, 0.014, -0.713], [-0.113, 1.585, -0.286], [0.065, 0.100, 0.769], [-0.244, -0.449, 1.226], [0.813, -0.686, 1.153], [-0.842, -0.773, -0.585], [-0.451, 0.122, -0.468], [-0.564, -0.490, 0.187], [2.931, -0.765, 0.400], [-0.649, -1.630, -0.464], [0.931, 0.391, 0.315], [0.173, -1.330, -2.246]]
}

---

No. 2
{
  "formula": "C8H16N3",
  "method": "ωB97M-V/def2-TZVPD",
  "mol_weight_g_mol": 154.2,
  "e_homo_ev": [-11.86, -13.27],
  "orbital_gap_ev": [7.766, 7.309],
  "total_energy_ev": -13012.204,
  "de_lowest_kcal_mol": 54.8,
  "charge": 1,
  "multiplicity": 3,
  "species": ["C", "C", "C", "C", "C", "C", "C", "C", "N", "N", "N", "H", "H", "H", "H", "H", "H", "H", "H", "H", "H", "H", "H", "H", "H", "H", "H"],
  "xyz": [[0.337955, -1.401129, -2.437349], [1.535176, -1.031718, -2.164048], [-0.188257, -0.022144, -0.230966], [2.865540, -0.483621, -1.954548], [-0.232886, -0.182065, 2.316919], [-1.219761, 1.826955, 1.043365], [-2.372576, -1.101705, -0.114845], [-0.184574, 0.657295, 1.078336], [-0.886010, -1.584309, -1.902768], [-1.091531, -0.838196, -0.687704], [1.111814, 1.387869, 1.181597], [0.422211, -1.603549, -3.574832], [2.905847, 0.223118, -1.029978], [3.622780, -1.236379, -2.074779], [3.104457, 0.215671, -2.765453], [0.459824, 0.071066, 2.987917], [-1.233417, -0.097190, 2.847778], [-0.153475, -1.193585, 2.032101], [-0.782029, 2.647383, 0.404975], [-2.334375, 1.613615, 0.954359], [-1.146493, 2.238416, 2.020668], [-2.565877, -0.413696, 0.743248], [-3.050135, -0.638708, -0.971395], [-2.455979, -2.192407, -0.012864], [0.651834, 0.261446, -0.824222], [1.915360, 0.714147, 1.300822], [0.964578, 2.163420, 1.833667]],
  "atomic_forces_ev_per_a": [[-1.973, -1.381, -3.924], [3.353, 1.456, 2.060], [-1.080, -0.534, 0.472], [-0.852, 1.744, 0.511], [-5.503, -1.305, -1.181], [-0.277, 0.428, -0.429], [-2.076, 1.739, -1.465], [0.595, 2.407, 0.543], [0.137, 1.509, 0.898], [3.011, -0.139, -0.807], [0.300, -0.696, -1.560], [-1.375, -0.589, 1.242], [0.329, -1.570, -1.076], [0.445, -0.408, 0.709], [-0.234, 0.017, -0.204], [2.800, 0.984, 2.379], [0.990, -0.156, -0.615], [0.336, -1.524, 0.093], [-1.064, -1.002, 0.079], [1.622, 0.124, -0.513], [-0.001, 0.436, 1.117], [0.352, -1.304, -0.383], [0.742, -1.569, 1.784], [-0.511, 0.613, 0.285], [0.136, -0.122, -0.550], [-1.204, 1.572, 0.586], [1.002, -0.732, -0.050]]
}

---

No. 3
{
  "formula": "C8H16N3O",
  "method": "ωB97M-V/def2-TZVPD",
  "mol_weight_g_mol": 170.2,
  "e_homo_ev": [-11.77, -11.77],
  "orbital_gap_ev": [6.871, 6.869],
  "total_energy_ev": -15061.619,
  "de_lowest_kcal_mol": 114.4,
  "charge": 1,
  "smiles": "O/N=[N+]1/CCCC/C=C/NCC1",
  "species": ["O", "N", "N", "C", "C", "C", "C", "C", "C", "N", "C", "C", "H", "H", "H", "H", "H", "H", "H", "H", "H", "H", "H", "H", "H", "H", "H", "H"],
  "xyz": [[-0.754354, 2.668025, -0.754710], [0.242702, 1.962894, -0.237756], [0.498650, 0.795922, -0.712642], [1.754356, 0.289116, -0.173681], [1.951096, 0.535487, 1.294621], [1.012811, -0.396457, 2.166830], [-0.442558, -0.217867, 1.981003], [-1.086971, -0.691469, 0.726223], [-2.088188, -0.046862, 0.090724], [-2.361270, -0.363154, -1.279737], [-1.284968, -0.628474, -2.053244], [0.035420, 0.276984, -1.972797], [-1.084158, 2.332784, -1.589859], [2.575293, 0.685900, -0.716451], [1.804182, -0.771273, -0.252617], [1.813054, 1.603969, 1.454434], [2.944723, 0.083281, 1.528137], [1.460848, -1.359587, 2.079371], [1.238662, -0.019962, 3.243909], [-0.818593, -0.936832, 2.750308], [-0.822756, 0.814833, 2.328952], [-0.957305, -1.670852, 0.377017], [-2.710914, 0.675411, 0.525227], [-3.311552, -0.133930, -1.718102], [-1.682449, -0.502228, -3.066798], [-0.912376, -1.689583, -2.084151], [0.784000, -0.363858, -2.309427], [-0.171802, 1.044479, -2.692701]],
  "atomic_forces_ev_per_a": [[0.785, -0.294, 0.937], [-0.103, -1.100, -0.814], [-0.411, 3.116, 0.202], [0.484, -0.924, 1.244], [-0.431, -1.261, 0.720], [2.487, 3.787, 1.288], [-2.481, -0.647, 1.885], [-1.195, 1.833, 0.009], [0.204, -1.748, -1.396], [-3.395, 1.730, 3.067], [1.922, -1.848, -2.986], [-2.676, -0.357, 0.155], [-0.349, -0.600, -0.735], [0.526, 0.623, -0.902], [-0.451, -0.963, -0.764], [0.527, -0.189, 0.719], [-0.313, 1.261, -0.221], [-0.416, -1.122, -0.075], [-0.330, -0.951, -1.621], [-0.278, 0.645, -0.161], [0.729, -1.473, -0.775], [1.150, -1.271, -0.672], [-0.530, 1.342, 0.514], [2.302, -0.398, 1.097], [0.683, -0.016, -0.299], [-0.309, 0.684, 0.558], [1.403, -0.709, -0.760], [0.467, 0.852, -0.215]]
}

---

No. 4
{
  "formula": "C8H16O2",
  "method": "ωB97M-V/def2-TZVPD",
  "mol_weight_g_mol": 144.2,
  "e_homo_ev": -9.23,
  "orbital_gap_ev": 9.982,
  "total_energy_ev": -12649.203,
  "de_lowest_kcal_mol": 50.2,
  "smiles": "C=C(C)[C@@](C)(O)[C@H](C)CO",
  "species": ["C", "C", "C", "C", "C", "O", "C", "C", "C", "O", "H", "H", "H", "H", "H", "H", "H", "H", "H", "H", "H", "H", "H", "H", "H", "H"],
  "xyz": [[0.411827, 0.042241, -2.223594], [0.247262, -0.733062, -1.161574], [-0.333151, -2.107885, -1.299615], [0.800582, -0.209787, 0.322895], [1.279613, -1.420757, 1.119889], [1.932510, 0.584815, 0.150507], [-0.391102, 0.445769, 1.001973], [-1.787943, 0.368247, 0.408572], [-0.048685, 2.065740, 1.255513], [0.099816, 2.781405, 0.042517], [0.200439, -0.317344, -3.221480], [0.734986, 1.068992, -2.147224], [-0.687257, -2.276509, -2.316621], [0.420225, -2.868966, -1.096266], [-1.151153, -2.279920, -0.602651], [1.747402, -1.066327, 2.036293], [0.462757, -2.087531, 1.377269], [2.026531, -1.964687, 0.547669], [1.676523, 1.409062, -0.290187], [-0.453510, 0.057794, 2.022358], [-2.473272, 0.980953, 0.994455], [-2.173215, -0.646743, 0.465499], [-1.830626, 0.738617, -0.613319], [-0.860954, 2.489341, 1.860043], [0.882618, 2.196793, 1.808474], [-0.732222, 2.749751, -0.441395]],
  "atomic_forces_ev_per_a": [[-0.146, 0.010, 0.118], [1.279, 0.545, 1.250], [0.307, -0.123, 0.077], [-1.331, -2.100, -2.679], [0.064, 0.261, -0.236], [0.085, 0.562, 0.029], [0.478, 3.628, 1.681], [0.032, 0.011, 0.081], [-0.678, -2.000, 0.000], [0.089, -0.022, -0.173], [-0.260, 0.022, -0.050], [0.363, 0.073, -0.004], [-0.097, 0.072, 0.040], [0.043, -0.076, 0.101], [-0.100, -0.019, 0.011], [-0.006, 0.039, 0.113], [-0.124, -0.082, -0.009], [0.079, -0.091, -0.015], [0.013, -0.107, 0.068], [0.005, -0.011, 0.087], [0.031, 0.035, 0.179], [-0.082, -0.075, -0.304], [-0.002, -0.228, -0.141], [0.019, -0.108, -0.087], [-0.088, -0.206, -0.149], [0.028, -0.008, 0.012]]
}